{
  "formula": "C25H28Cl5O2Pd",
  "method": "ωB97M-V/def2-TZVPD",
  "total_charge": -1,
  "molar_mass_g_mol": 644.18,
  "de_lowest_kj_mol": 102.9,
  "lumo_ev": [2.373, 1.606],
  "s_squared": 2.011,
  "spin_multiplicity": 3,
  "species": ["O", "C", "C", "H", "H", "C", "H", "H", "C", "H", "H", "H", "C", "H", "H", "H", "Pd", "C", "C", "C", "H", "C", "C", "H", "H", "H", "H", "C", "C", "C", "H", "C", "C", "H", "H", "H", "H", "O", "C", "C", "H", "H", "C", "H", "H", "C", "H", "H", "H", "H", "Cl", "C", "C", "C", "Cl", "C", "Cl", "C", "Cl", "C", "Cl"],
  "xyz": [[-1.3324, 1.0603, -0.5149], [-1.7567, 0.2081, -1.6377], [-3.0500, 0.9503, -1.8825], [-1.9125, -0.8174, -1.2907], [-1.0199, 0.2779, -2.4512], [-2.5082, 1.9576, -0.8511], [-3.9277, 0.3684, -1.5560], [-3.1748, 1.3349, -2.8996], [-3.4088, 2.1993, 0.3237], [-3.7994, 1.2547, 0.7158], [-4.2512, 2.8196, 0.0022], [-2.8848, 2.7432, 1.1098], [-2.0241, 3.2171, -1.5329], [-1.3773, 2.9796, -2.3792], [-1.4758, 3.8728, -0.8545], [-2.8907, 3.7621, -1.9286], [0.1474, 0.5853, 0.9724], [3.7554, 2.5124, -1.7564], [3.6601, 1.0977, -1.9315], [2.3150, 0.7803, -2.2429], [4.4794, 0.3814, -1.8381], [1.5757, 1.9992, -2.2961], [2.4653, 3.0665, -1.9824], [2.1992, 4.1181, -1.9391], [4.6535, 3.0638, -1.4933], [1.9213, -0.2139, -2.4300], [0.5320, 2.1026, -2.5613], [1.2631, 1.8847, 3.0319], [1.0499, 2.8278, 2.0012], [-0.3196, 2.7303, 1.5840], [1.7476, 3.5841, 1.6460], [-0.9710, 1.7575, 2.4338], [0.0416, 1.1900, 3.2901], [-0.1420, 0.4544, 4.0578], [2.1797, 1.7687, 3.6153], [-0.8380, 3.4183, 0.9250], [-2.0383, 1.5660, 2.4736], [-2.7131, -4.1435, 0.2119], [-2.1582, -2.8332, -0.0195], [-0.9396, -2.9594, -0.9845], [-1.8630, -2.4267, 0.9681], [-2.9603, -2.1843, -0.4272], [-1.1454, -4.3254, -1.6801], [-0.0488, -2.9696, -0.3426], [-0.8369, -2.1625, -1.7292], [-2.1490, -5.0591, -0.7728], [-0.2103, -4.8713, -1.8007], [-1.6033, -4.1807, -2.6671], [-1.6908, -5.9272, -0.2659], [-2.9744, -5.4318, -1.3999], [3.5427, 1.2520, 1.0706], [3.0771, -0.3471, 1.4618], [1.7489, -0.7369, 1.4418], [1.4134, -1.9400, 2.0149], [-0.2233, -2.2421, 2.4944], [2.4019, -2.8986, 2.3515], [1.9499, -4.4454, 2.9057], [3.7666, -2.5397, 2.2939], [4.9693, -3.6415, 2.7918], [4.0960, -1.2192, 1.9270], [5.6674, -0.6305, 2.2234]]
}